Record 1
14
Properties=species:S:1:pos:R:3 method="wB97M-V/def2-TZVPD" lumo_ev=0.82 e_homo_ha=-0.3255 homo_lumo_gap_ev=9.68 de_lowest_kj_mol=0.0 smiles=C#C[C@H](F)c1ncc[nH]1
C 2.507 -1.602 -0.035
C 2.124 -0.529 -0.439
C -2.159 0.062 -0.652
C -1.994 0.014 0.704
C -0.084 0.352 -0.273
C 1.347 0.760 -0.452
N -0.935 0.273 -1.265
N -0.707 0.225 0.967
F 1.816 1.575 0.577
H 2.911 -2.512 0.258
H -3.086 -0.085 -1.178
H -2.844 -0.050 1.337
H 1.564 1.166 -1.468
H -0.459 0.352 1.919

Record 2
120
Properties=species:S:1:pos:R:3 method="wB97M-V/def2-TZVPD" lumo_ev=0.26 e_homo_ha=-0.2517 homo_lumo_gap_ev=7.11 de_lowest_kj_mol=100.9
Pt -1.370 -1.209 -0.674
C 0.667 -3.386 1.727
C -0.549 -3.900 1.861
As -2.255 -1.413 3.172
C -3.679 -0.069 3.060
C -4.353 0.396 4.189
C -5.434 1.259 4.062
C -5.870 1.654 2.806
C -5.219 1.181 1.675
C -4.138 0.322 1.801
C -1.684 -1.109 5.016
C -1.525 0.133 5.628
C -1.298 0.224 6.992
C -1.217 -0.928 7.767
C -1.330 -2.172 7.164
C -1.563 -2.257 5.796
As -0.610 -0.361 1.647
C 0.937 -0.067 2.783
C 1.777 1.004 2.484
C 2.853 1.299 3.307
C 3.110 0.514 4.424
C 2.311 -0.588 4.691
C 1.238 -0.889 3.862
C -1.193 1.500 1.501
C -1.758 1.944 0.310
C -2.134 3.271 0.155
C -1.953 4.172 1.193
C -1.401 3.738 2.392
C -1.020 2.413 2.541
H 0.942 -2.811 0.847
H 1.442 -3.542 2.469
H -0.825 -4.495 2.724
H -1.300 -3.761 1.091
H -4.041 0.078 5.175
H -5.942 1.617 4.950
H -6.724 2.312 2.709
H -5.558 1.474 0.689
H -3.657 -0.061 0.910
H -1.599 1.038 5.038
H -1.197 1.197 7.459
H -1.074 -0.853 8.837
H -1.256 -3.074 7.758
H -1.665 -3.227 5.321
H 1.573 1.621 1.617
H 3.484 2.149 3.081
H 3.938 0.756 5.079
H 2.508 -1.211 5.554
H 0.626 -1.752 4.074
H -1.891 1.238 -0.500
H -2.571 3.604 -0.780
H -2.256 5.205 1.080
H -1.271 4.428 3.215
H -0.578 2.091 3.476
S -5.480 -2.910 -1.356
C -5.100 -3.266 0.272
C -3.858 -2.830 0.625
C -3.153 -2.156 -0.427
C -3.935 -2.158 -1.551
C -3.399 -1.723 -2.803
C -4.019 -1.893 -4.045
C -3.338 -1.557 -5.193
C -2.038 -1.067 -5.096
C -1.503 -0.877 -3.841
N -2.164 -1.179 -2.720
H -5.817 -3.785 0.890
H -3.457 -3.017 1.606
H -5.023 -2.295 -4.082
H -3.812 -1.672 -6.159
H -1.463 -0.820 -5.978
H -0.512 -0.465 -3.696
N 0.464 -0.399 -1.016
P 1.547 0.221 -1.864
N 1.487 1.889 -2.176
C 0.277 2.347 -2.867
C 0.526 3.720 -3.482
C 0.887 4.707 -2.371
C 2.096 4.180 -1.600
C 1.807 2.784 -1.060
N 3.047 0.077 -1.132
C 4.289 0.384 -1.821
C 5.108 -0.875 -2.107
C 5.304 -1.696 -0.830
C 3.960 -1.975 -0.159
C 3.234 -0.664 0.106
N 1.697 -0.359 -3.443
C 2.129 0.375 -4.629
C 3.252 -0.350 -5.361
C 2.823 -1.769 -5.792
C 1.564 -2.225 -5.045
C 1.629 -1.822 -3.578
H -0.565 2.413 -2.164
H 0.008 1.622 -3.634
H -0.361 4.049 -4.030
H 1.357 3.646 -4.190
H 0.037 4.797 -1.685
H 1.096 5.697 -2.783
H 2.353 4.852 -0.777
H 2.958 4.119 -2.273
H 0.972 2.835 -0.343
H 2.676 2.391 -0.534
H 4.889 1.060 -1.193
H 4.051 0.912 -2.745
H 6.080 -0.587 -2.520
H 4.588 -1.485 -2.851
H 5.941 -1.135 -0.138
H 5.816 -2.633 -1.063
H 4.107 -2.524 0.776
H 3.332 -2.586 -0.817
H 3.817 -0.053 0.810
H 2.253 -0.838 0.534
H 2.460 1.365 -4.320
H 1.285 0.519 -5.322
H 4.119 -0.406 -4.701
H 3.547 0.244 -6.229
H 3.634 -2.472 -5.587
H 2.639 -1.800 -6.867
H 1.464 -3.309 -5.110
H 0.674 -1.787 -5.504
H 2.510 -2.300 -3.126
H 0.757 -2.182 -3.031

Record 3
51
Properties=species:S:1:pos:R:3 method="wB97M-V/def2-TZVPD" lumo_ev=0.01 e_homo_ha=-0.3177 homo_lumo_gap_ev=8.66 de_lowest_kj_mol=6.2 smiles="COC(=O)Oc1ccc(/C=N/NC(=O)CN(c2ccccc2Cl)S(C)(=O)=O)cc1OC"
C 1.051 3.499 3.353
H 1.986 3.953 3.688
H 0.255 3.786 4.042
H 0.813 3.812 2.340
O 1.177 2.083 3.306
C 1.527 1.498 4.462
O 1.752 2.074 5.482
O 1.642 0.173 4.359
C 1.283 -0.478 3.173
C -0.060 -0.499 2.812
C -0.486 -1.147 1.677
C 0.444 -1.808 0.872
C 1.779 -1.816 1.251
C 2.231 -1.154 2.395
O 3.562 -1.256 2.609
C 4.170 -0.713 3.763
H 4.156 0.380 3.753
H 5.204 -1.055 3.724
H 3.700 -1.073 4.679
H 2.520 -2.324 0.654
C 0.038 -2.467 -0.352
N -1.079 -2.187 -0.892
N -1.447 -2.787 -2.032
C -2.461 -2.311 -2.808
O -2.773 -2.867 -3.838
C -3.035 -0.978 -2.341
N -2.074 0.023 -2.749
S -2.451 0.941 -4.108
O -1.526 2.030 -4.142
O -3.854 1.234 -4.060
C -2.166 -0.165 -5.504
H -2.656 0.284 -6.358
H -2.604 -1.129 -5.277
H -1.100 -0.246 -5.669
C -1.132 0.536 -1.845
C -1.501 1.094 -0.626
C -0.545 1.606 0.231
C 0.794 1.577 -0.118
C 1.181 1.037 -1.331
C 0.220 0.522 -2.182
Cl 0.692 -0.186 -3.670
H 2.220 1.006 -1.619
H 1.539 1.968 0.556
H -0.847 2.033 1.175
H -2.548 1.131 -0.366
H -3.172 -0.976 -1.259
H -3.977 -0.771 -2.853
H -0.891 -3.559 -2.412
H 0.739 -3.178 -0.801
H -1.527 -1.161 1.402
H -0.765 0.011 3.452

Record 4
13
Properties=species:S:1:pos:R:3 method="wB97M-V/def2-TZVPD" lumo_ev=-0.08 e_homo_ha=-0.3852 homo_lumo_gap_ev=10.40 de_lowest_kj_mol=238.7 smiles="C#CC(=O)[C@@H](C)O"
C -0.994 -0.204 1.438
C 0.312 0.306 0.823
O 1.374 -0.227 1.564
C 0.584 -0.081 -0.655
O 1.578 -0.753 -0.870
C -0.149 0.297 -1.864
C -0.422 0.405 -3.036
H -0.934 -0.018 2.517
H -1.094 -1.285 1.303
H -1.883 0.304 1.053
H 0.329 1.407 0.898
H 1.960 -0.647 0.907
H -0.661 0.495 -4.078

Record 5
52
Properties=species:S:1:pos:R:3 method="wB97M-V/def2-TZVPD" lumo_ev=0.54 e_homo_ha=-0.3102 homo_lumo_gap_ev=8.97 de_lowest_kj_mol=18.8 smiles="O=C(NCc1ccco1)[C@H](c1ccccc1)N(C(=O)Cc1cccs1)c1cccnc1"
O -1.905 1.619 0.572
C -1.455 0.621 1.099
N -2.158 -0.516 1.251
H -1.664 -1.364 1.500
C -3.482 -0.672 0.695
C -3.500 -1.615 -0.468
C -2.620 -2.570 -0.881
C -3.193 -3.157 -2.038
C -4.375 -2.518 -2.236
O -4.571 -1.580 -1.290
H -5.139 -2.628 -2.979
H -2.774 -3.943 -2.631
H -1.683 -2.825 -0.431
H -4.159 -1.034 1.480
H -3.823 0.317 0.372
C -0.019 0.507 1.643
C 0.536 1.703 2.382
C 1.777 1.548 2.994
C 2.373 2.603 3.657
C 1.729 3.827 3.729
C 0.489 3.983 3.137
C -0.107 2.929 2.464
H -1.069 3.068 1.998
H -0.021 4.933 3.193
H 2.193 4.653 4.247
H 3.339 2.469 4.121
H 2.280 0.592 2.943
N 0.858 0.169 0.507
C 0.878 -1.125 0.106
O 0.245 -1.979 0.704
C 1.701 -1.450 -1.134
C 1.045 -2.529 -1.925
C 0.486 -2.440 -3.162
C -0.057 -3.665 -3.610
C 0.092 -4.661 -2.701
S 0.891 -4.125 -1.277
H -0.224 -5.683 -2.773
H -0.533 -3.791 -4.566
H 0.470 -1.533 -3.741
H 1.829 -0.564 -1.756
H 2.685 -1.790 -0.795
C 1.601 1.219 -0.079
C 0.963 2.364 -0.550
C 1.740 3.388 -1.063
C 3.117 3.232 -1.082
N 3.728 2.149 -0.631
C 2.993 1.173 -0.137
H 3.538 0.316 0.237
H 3.767 4.004 -1.470
H 1.281 4.289 -1.438
H -0.113 2.444 -0.504
H 0.019 -0.361 2.315

Record 6
72
Properties=species:S:1:pos:R:3 method="wB97M-V/def2-TZVPD" lumo_ev="-0.05 / -0.55" multiplicity=3 e_homo_ha="-0.2320 / -0.2403" homo_lumo_gap_ev="6.26 / 5.99" de_lowest_kj_mol=358.8
Ti 1.251 0.911 0.894
C 1.557 -2.638 -2.713
C 0.405 -2.025 -3.024
C -0.976 -2.544 -2.813
C -1.257 -3.324 -1.500
C -0.547 -2.858 -0.239
C 0.780 -2.832 -0.050
C 1.665 -3.923 -0.556
C 1.660 -4.004 -2.103
C 2.197 1.656 2.681
H 2.522 -2.282 -3.075
H 0.405 -1.222 -3.758
H -1.288 -3.184 -3.665
H -1.671 -1.691 -2.857
H -2.339 -3.219 -1.311
H -1.133 -4.400 -1.699
H -1.225 -2.776 0.637
H 1.263 -2.116 0.605
H 1.343 -4.905 -0.176
H 2.700 -3.790 -0.217
H 2.607 -4.459 -2.434
H 0.848 -4.673 -2.427
H 3.023 2.315 2.377
H 2.640 0.734 3.085
H 1.684 2.135 3.526
P -0.933 0.065 1.520
P -0.405 2.253 -0.775
N -0.541 -1.314 2.588
N -2.113 0.831 2.534
N 1.297 1.510 -1.228
N -0.310 3.358 -2.054
C -1.790 -0.170 -0.079
C -1.646 0.954 -1.140
C 0.781 -1.619 2.954
C 0.753 -2.682 3.849
C -0.618 -3.087 3.999
C -1.384 -2.236 3.209
C -1.838 1.354 3.813
C -3.025 1.826 4.352
C -4.057 1.611 3.391
C -3.474 1.020 2.281
C 2.511 1.707 -0.480
C 3.406 0.695 -0.837
C 2.891 0.140 -2.044
C 1.614 0.665 -2.248
C -0.192 3.133 -3.431
C -0.280 4.355 -4.077
C -0.443 5.365 -3.062
C -0.464 4.739 -1.834
H -2.834 -0.389 0.176
H -1.376 -1.092 -0.510
H -1.456 0.500 -2.130
H -2.604 1.508 -1.182
H 1.629 -1.057 2.557
H 1.615 -3.112 4.347
H -0.990 -3.875 4.645
H -2.448 -2.171 3.049
H -0.835 1.352 4.199
H -3.160 2.247 5.338
H -5.105 1.837 3.491
H -3.896 0.730 1.334
H 2.647 2.619 0.109
H 4.325 0.426 -0.339
H 3.369 -0.539 -2.705
H 0.940 0.566 -3.078
H -0.051 2.121 -3.781
H -0.206 4.509 -5.143
H -0.539 6.433 -3.220
H -0.521 5.083 -0.818
S 0.186 3.305 1.549
C 1.348 4.427 1.076
N 2.107 5.210 0.645

Record 7
17
Properties=species:S:1:pos:R:3 method="wB97M-V/def2-TZVPD" lumo_ev=0.87 e_homo_ha=-0.3554 homo_lumo_gap_ev=10.54 de_lowest_kj_mol=185.0 smiles=OC[C@H]1CCOC1
O -1.304 -1.570 1.221
C -0.552 -0.420 1.578
C 0.431 -0.238 0.412
C -0.364 -0.406 -0.898
C 0.346 0.440 -1.910
O 0.712 1.593 -1.173
C 1.046 1.175 0.171
H -1.947 -1.765 1.910
H -1.196 0.475 1.661
H -0.085 -0.571 2.565
H 1.212 -1.002 0.483
H -0.570 -1.402 -1.287
H -1.319 0.106 -0.729
H -0.453 0.594 -2.644
H 1.202 -0.024 -2.435
H 0.660 1.934 0.867
H 2.139 1.172 0.226

Record 8
8
Properties=species:S:1:pos:R:3 method="wB97M-V/def2-TZVPD" lumo_ev="-0.23 / -0.23" e_homo_ha="-0.3140 / -0.3140" homo_lumo_gap_ev="8.32 / 8.32" de_lowest_kj_mol=643.1
C -0.248 -0.152 -0.019
C -1.436 0.481 -0.005
N -0.253 -1.487 -0.036
N -2.446 -1.065 -0.013
O -3.634 -1.239 0.044
O -1.489 -1.977 -0.028
Cl -2.292 1.886 -0.014
H 0.723 0.305 0.005

Record 9
17
Properties=species:S:1:pos:R:3 method="wB97M-V/def2-TZVPD" lumo_ev=0.73 e_homo_ha=-0.2911 homo_lumo_gap_ev=8.65 de_lowest_kj_mol=436.6
C 0.454 0.380 0.221
C -1.545 -0.684 -0.317
C -2.402 0.386 0.315
C 2.355 0.924 0.211
C 0.442 -0.766 -0.567
O 3.259 0.173 0.904
N 1.022 -1.687 -1.118
O 2.670 2.002 -0.246
H 4.113 0.652 0.852
H 0.513 -2.456 -1.545
H 0.142 1.307 -0.248
H 0.337 0.234 1.288
H -1.660 -1.646 0.185
H -1.788 -0.814 -1.374
H -3.468 0.148 0.217
H -2.251 1.358 -0.162
H -2.192 0.489 1.384

Record 10
58
Properties=species:S:1:pos:R:3 method="wB97M-V/def2-TZVPD" lumo_ev="-5.50 / -5.00" multiplicity=2 total_charge=+1 e_homo_ha="-0.4207 / -0.4221" homo_lumo_gap_ev="5.95 / 6.48"
Cr 1.090 0.000 -0.627
C 0.307 -3.160 -2.250
C -0.661 -2.623 -1.248
C -1.826 -3.214 -0.757
C -2.327 -2.324 0.171
N -1.511 -1.261 0.231
N -0.493 -1.442 -0.639
B -1.566 0.000 1.135
N -0.270 0.000 1.975
C -0.086 0.000 3.301
C 1.272 0.000 3.562
C 1.896 0.000 2.320
C 3.359 0.000 2.037
N 0.949 0.000 1.358
N -1.511 1.262 0.231
C -2.327 2.325 0.171
C -1.825 3.215 -0.758
C -0.660 2.622 -1.249
C 0.308 3.158 -2.251
N -0.493 1.442 -0.639
N -2.871 0.000 1.903
C -4.096 0.000 1.302
C -5.043 0.000 2.288
C -4.311 0.000 3.500
C -4.824 0.000 4.898
N -3.013 0.000 3.243
H 0.057 -4.189 -2.492
H 1.325 -3.137 -1.854
H 0.280 -2.584 -3.173
H -2.245 -4.165 -1.037
H -3.200 -2.394 0.796
H -0.938 0.000 3.958
H 1.752 0.000 4.524
H 3.911 0.000 2.973
H 3.650 0.878 1.463
H 3.650 -0.879 1.463
H -3.200 2.395 0.796
H -2.243 4.165 -1.038
H 0.058 4.188 -2.494
H 0.279 2.582 -3.174
H 1.325 3.135 -1.856
H -4.198 0.000 0.228
H -6.113 0.000 2.170
H -5.911 0.000 4.908
H -4.465 0.877 5.436
H -4.464 -0.878 5.435
Cl 5.589 0.002 -6.153
C 4.859 0.001 -4.613
C 3.466 0.000 -4.496
Cl 2.473 0.001 -5.889
C 2.911 0.000 -3.236
Cl 1.204 0.000 -2.958
C 3.650 0.000 -2.044
O 3.054 0.000 -0.881
C 5.052 0.000 -2.188
Cl 5.982 0.000 -0.755
C 5.640 0.001 -3.446
Cl 7.345 0.001 -3.583

Record 11
9
Properties=species:S:1:pos:R:3 method="wB97M-V/def2-TZVPD" lumo_ev="-7.69 / -7.69" total_charge=+1 e_homo_ha="-0.5346 / -0.5346" homo_lumo_gap_ev="6.86 / 6.86" de_lowest_kj_mol=387.0
C -0.048 1.637 0.048
C 0.727 0.505 -0.301
N 0.279 -3.319 -0.459
N -1.172 1.557 0.594
N -1.721 -0.504 0.816
N 0.192 -2.232 -0.260
P -0.293 -0.740 0.330
H 0.286 2.661 -0.144
H 1.750 0.435 -0.623

Record 12
20
Properties=species:S:1:pos:R:3 method="wB97M-V/def2-TZVPD" lumo_ev=0.71 e_homo_ha=-0.3024 homo_lumo_gap_ev=8.94 de_lowest_kj_mol=724.8
C 1.941 -1.022 -0.841
C 0.335 0.644 0.532
C -0.429 -0.609 1.285
C -1.018 -0.978 -0.148
C -0.612 0.471 -0.537
H 0.506 -1.185 -1.295
H 2.866 -0.680 -1.712
H 2.273 -1.931 0.005
H 0.181 1.562 1.126
H -1.115 -0.298 2.031
H 0.373 -1.325 1.580
H -0.515 -1.859 -0.527
H -3.026 -0.100 0.497
H -2.928 -1.817 0.192
H 0.019 0.501 -1.546
H -1.143 2.664 -0.206
H -2.082 1.742 -1.509
N -2.632 -0.879 -0.244
N -1.659 1.590 -0.281
S 2.083 0.419 0.206